# 1
{"formula": "C15H26N3O2", "method": "ωB97M-V/def2-TZVPD", "elements": ["O", "O", "N", "N", "N", "C", "C", "C", "C", "C", "C", "C", "C", "C", "C", "C", "C", "C", "C", "C", "H", "H", "H", "H", "H", "H", "H", "H", "H", "H", "H", "H", "H", "H", "H", "H", "H", "H", "H", "H", "H", "H", "H", "H", "H", "H"], "xyz": [[0.773, 2.262, -2.052], [-0.711, -2.283, -0.260], [1.716, 2.418, -1.194], [-4.479, -6.712, 2.386], [-5.120, -2.526, 2.063], [1.342, 3.355, -0.087], [-3.986, -5.301, 0.250], [0.557, 2.589, 0.983], [-4.401, -3.165, 1.433], [1.208, 1.274, 1.411], [-2.087, -1.927, -0.193], [2.505, 0.283, -2.105], [-4.256, -6.110, 1.432], [0.465, 4.455, -0.670], [3.812, 1.347, -0.318], [-3.431, -3.917, 0.638], [2.386, 1.128, -0.843], [1.532, 0.403, 0.197], [-3.008, -3.093, -0.579], [2.591, 4.027, 0.524], [-0.480, -2.747, 0.552], [2.353, 5.048, 0.823], [-2.557, -4.085, 1.271], [2.109, 1.462, 2.001], [2.959, 3.515, 1.412], [0.598, 0.081, -0.271], [-2.329, -1.582, 0.816], [-2.242, -1.084, -0.861], [1.532, 0.004, -2.501], [0.427, 3.246, 1.846], [-4.918, -5.206, -0.305], [-3.261, -5.816, -0.377], [0.242, 5.176, 0.117], [4.305, 0.379, -0.222], [0.977, 4.974, -1.481], [3.053, -0.629, -1.867], [-0.444, 2.375, 0.596], [3.402, 4.084, -0.201], [2.051, -0.507, 0.508], [-2.447, -3.717, -1.271], [-0.475, 4.067, -1.053], [-3.885, -2.686, -1.080], [0.523, 0.735, 2.069], [3.051, 0.821, -2.881], [4.392, 1.951, -1.018], [3.856, 1.822, 0.657]], "atomic_forces_ev_per_a": [[0.275, 0.173, -0.133], [-0.093, -0.067, 0.075], [-0.871, -0.478, 0.162], [0.117, 0.128, -0.276], [0.130, -0.209, -0.247], [0.378, 0.511, 0.203], [-0.095, 0.106, 0.113], [-0.128, -0.223, 0.082], [-0.161, 0.323, 0.451], [0.052, 0.043, -0.082], [-0.072, -0.171, 0.220], [-0.128, -0.057, -0.124], [-0.147, -0.279, 0.406], [-0.135, 0.028, -0.080], [-0.033, 0.114, 0.023], [0.086, -0.267, -0.222], [0.684, -0.120, 0.021], [-0.237, 0.035, 0.209], [0.256, 0.498, 0.053], [0.060, -0.076, -0.066], [0.085, 0.050, -0.074], [-0.087, -0.019, 0.016], [0.043, -0.008, 0.078], [0.021, 0.020, -0.026], [0.015, -0.042, -0.029], [0.029, 0.037, -0.074], [-0.104, 0.118, 0.015], [0.138, -0.002, -0.159], [-0.004, 0.053, 0.010], [-0.014, 0.027, 0.001], [0.006, 0.071, -0.138], [0.042, -0.016, -0.069], [0.031, 0.002, 0.029], [-0.037, -0.034, -0.046], [0.019, -0.004, 0.008], [0.028, 0.006, 0.035], [0.035, 0.003, -0.083], [-0.012, 0.012, -0.015], [0.036, -0.009, -0.019], [-0.094, -0.085, -0.133], [0.046, -0.035, -0.044], [-0.131, -0.184, -0.095], [0.014, 0.005, 0.028], [-0.006, 0.014, 0.007], [-0.008, -0.007, -0.014], [-0.029, 0.013, 0.002]], "orbital_gap_ev": [8.45, 9.60], "spin_multiplicity": 2}

=====

# 2
{"formula": "C17H27IN6OSV", "method": "ωB97M-V/def2-TZVPD", "elements": ["I", "V", "S", "O", "N", "N", "N", "N", "N", "N", "C", "C", "C", "C", "C", "C", "C", "C", "C", "C", "C", "C", "C", "C", "C", "C", "C", "H", "H", "H", "H", "H", "H", "H", "H", "H", "H", "H", "H", "H", "H", "H", "H", "H", "H", "H", "H", "H", "H", "H", "H", "H", "H", "H"], "xyz": [[2.379, 0.458, -3.055], [1.079, -0.031, -0.582], [-0.824, -0.148, 0.617], [1.641, -1.886, -0.328], [-2.303, 1.704, -0.590], [0.706, -3.181, 1.291], [3.057, 0.365, 0.315], [0.750, -3.882, -0.925], [-0.061, 2.190, -0.532], [1.096, 1.780, 0.052], [1.265, -3.776, -2.286], [4.059, -0.500, 0.453], [-1.082, 1.398, -0.204], [1.980, 3.944, 0.796], [-3.526, 3.832, -0.326], [2.039, 2.486, 0.542], [-0.796, -4.987, 0.607], [3.219, 1.625, 0.784], [5.258, -0.152, 1.060], [4.377, 2.045, 1.400], [1.195, -2.316, 2.361], [0.004, -4.389, 1.742], [1.013, -2.971, 0.009], [0.485, -0.259, -2.503], [5.419, 1.134, 1.543], [-2.704, 2.956, -1.254], [0.105, -5.160, -0.594], [0.447, -3.662, -2.997], [6.047, -0.885, 1.141], [-1.207, -5.950, 0.908], [0.383, -1.740, 2.805], [1.964, -2.949, -2.367], [1.798, -4.696, -2.529], [0.336, -1.274, -2.848], [0.877, -5.912, -0.411], [1.959, -1.638, 1.992], [-1.633, -4.333, 0.354], [2.124, 4.142, 1.860], [6.342, 1.431, 2.022], [1.628, -2.946, 3.139], [-3.033, 1.054, -0.335], [2.778, 4.452, 0.252], [-3.834, 4.734, -0.853], [-4.428, 3.319, 0.009], [-0.648, -4.098, 2.566], [-2.948, 4.126, 0.550], [-1.796, 3.455, -1.579], [3.890, -1.492, 0.059], [-3.273, 2.681, -2.143], [0.736, -5.100, 2.134], [1.021, 4.347, 0.484], [4.465, 3.059, 1.762], [-0.295, 0.427, -2.821], [-0.462, -5.471, -1.471]], "atomic_forces_ev_per_a": [[0.048, -0.007, 0.005], [0.880, -0.888, -0.194], [-0.127, -0.163, -0.022], [-0.278, 0.348, -0.116], [-0.003, 0.004, -0.022], [-0.053, 0.065, 0.043], [-0.022, 0.013, 0.001], [-0.047, -0.052, -0.003], [-0.107, 0.404, 0.077], [-0.082, 0.137, 0.023], [0.069, -0.007, 0.006], [0.004, 0.051, -0.003], [-0.222, 0.030, -0.006], [-0.008, -0.003, 0.009], [0.001, 0.005, 0.000], [0.118, -0.009, -0.019], [0.005, -0.003, -0.003], [-0.053, 0.039, -0.026], [0.017, 0.027, 0.017], [-0.028, -0.002, -0.003], [-0.003, 0.004, -0.016], [-0.045, -0.002, -0.001], [0.210, -0.047, 0.124], [-0.257, 0.081, 0.256], [0.001, -0.043, -0.013], [0.004, -0.011, 0.000], [0.013, 0.040, -0.011], [-0.008, 0.028, -0.013], [0.002, -0.002, 0.005], [0.000, 0.001, 0.008], [-0.041, -0.004, -0.021], [-0.055, 0.017, -0.011], [-0.012, 0.002, 0.009], [0.024, -0.021, -0.003], [-0.014, -0.010, 0.001], [-0.028, -0.043, 0.018], [-0.002, -0.005, -0.006], [0.013, 0.004, -0.002], [0.003, 0.004, -0.003], [0.044, 0.002, -0.012], [-0.013, 0.017, -0.015], [0.006, -0.001, 0.004], [0.000, 0.002, -0.001], [-0.001, -0.002, 0.001], [0.010, 0.005, 0.006], [0.001, -0.001, 0.002], [-0.008, 0.002, -0.003], [0.001, -0.005, -0.004], [-0.002, 0.002, 0.000], [0.002, -0.007, -0.010], [0.002, -0.012, -0.004], [0.009, 0.001, 0.000], [0.038, 0.015, -0.048], [-0.004, -0.002, 0.003]], "charge": 2, "orbital_gap_ev": [7.71, 7.88], "spin_multiplicity": 2}

=====

# 3
{"formula": "CH3IN2O2", "method": "ωB97M-V/def2-TZVPD", "elements": ["I", "O", "O", "N", "N", "C", "H", "H", "H"], "xyz": [[0.701, 2.329, -0.747], [2.012, -1.668, -0.564], [0.531, 0.740, -1.542], [0.166, -0.970, 0.724], [-1.119, -0.396, 0.687], [1.040, -1.223, -0.087], [-0.203, 2.050, 0.653], [-1.247, 0.081, -0.122], [-1.881, -0.944, 0.998]], "atomic_forces_ev_per_a": [[0.853, 6.360, 2.966], [-0.146, 0.633, -0.347], [-1.136, -5.381, -2.285], [-0.758, -0.286, -0.033], [2.195, -0.073, 2.307], [-0.428, -0.901, 1.088], [0.274, -0.623, -0.868], [-0.700, 1.328, -3.007], [-0.154, -1.058, 0.178]], "orbital_gap_ev": [6.64, 6.53], "spin_multiplicity": 3}

=====

# 4
{"formula": "C2H4S2", "method": "ωB97M-V/def2-TZVPD", "elements": ["S", "S", "C", "C", "H", "H", "H", "H"], "xyz": [[1.427, -1.240, -0.068], [-1.800, -0.864, 0.151], [0.886, 0.237, 0.801], [-0.106, -0.389, -0.029], [-0.166, 0.388, -1.438], [1.346, 1.274, 0.580], [-1.684, -2.055, -0.628], [0.837, 0.266, 1.949]], "atomic_forces_ev_per_a": [[0.336, -0.624, 0.577], [0.350, -1.996, -0.072], [1.307, 2.944, 2.846], [-1.066, 2.615, -5.939], [0.318, -1.742, 3.730], [-0.824, -1.896, -0.458], [-0.146, 1.607, 1.017], [-0.275, -0.908, -1.701]], "orbital_gap_ev": 9.00}

=====

# 5
{"formula": "C3H3ClNO", "method": "ωB97M-V/def2-TZVPD", "elements": ["Cl", "O", "N", "C", "C", "C", "H", "H", "H"], "xyz": [[0.712, -1.295, -2.520], [0.083, 2.357, -0.318], [0.047, 1.150, -0.419], [-0.326, 0.408, 0.739], [0.156, -0.968, 0.254], [0.505, -1.108, -0.993], [0.265, -1.929, 0.820], [0.048, 0.957, 1.668], [-1.490, 0.428, 0.769]], "atomic_forces_ev_per_a": [[0.366, -0.547, -0.731], [-0.067, -2.789, -0.058], [0.360, 3.781, -1.718], [-1.561, -0.191, 1.519], [0.521, -1.324, 0.303], [-0.889, 1.724, 1.537], [-0.308, 0.965, -0.054], [-0.228, -1.417, -0.866], [1.806, -0.203, 0.067]], "charge": 1, "orbital_gap_ev": [7.73, 7.74]}

=====

# 6
{"formula": "C2H9N3O2", "method": "ωB97M-V/def2-TZVPD", "elements": ["O", "O", "N", "N", "N", "C", "C", "H", "H", "H", "H", "H", "H", "H", "H", "H"], "xyz": [[1.481, -2.136, -1.213], [-1.061, 0.930, -0.786], [0.953, -1.100, -0.362], [0.855, -1.538, 0.974], [0.806, 1.984, 0.354], [0.288, 1.444, -0.680], [-1.972, 0.983, 0.309], [-1.572, 1.185, 1.305], [1.770, -1.824, 1.326], [0.417, 1.606, 1.217], [0.018, -0.884, -0.777], [0.639, 1.652, -1.698], [-2.700, 1.785, 0.137], [-2.512, 0.030, 0.345], [0.250, -2.358, 1.029], [2.339, -1.757, -1.479]], "atomic_forces_ev_per_a": [[0.356, 0.192, -0.104], [1.978, -0.031, 0.018], [0.061, 0.034, -0.289], [-0.685, -0.163, -0.490], [0.157, -1.716, -1.518], [-2.200, 2.305, 1.535], [-0.402, 0.158, 0.140], [0.494, -0.208, -0.245], [-0.200, 0.421, -0.376], [-0.356, 0.434, 0.001], [0.880, -0.650, 1.008], [0.004, -0.472, 0.398], [0.128, -0.124, -0.219], [0.186, 0.165, -0.020], [0.120, -0.022, 0.049], [-0.522, -0.322, 0.113]], "smiles": "[H]/N=C\\OC.NNO", "orbital_gap_ev": 10.15}

=====

# 7
{"formula": "C42H41ClCuO2P2", "method": "ωB97M-V/def2-TZVPD", "elements": ["Cu", "Cl", "P", "P", "O", "O", "C", "C", "C", "C", "C", "C", "C", "C", "C", "C", "C", "C", "C", "C", "C", "C", "C", "C", "C", "C", "C", "C", "C", "C", "C", "C", "C", "C", "C", "C", "C", "C", "C", "C", "C", "C", "C", "C", "C", "C", "C", "C", "H", "H", "H", "H", "H", "H", "H", "H", "H", "H", "H", "H", "H", "H", "H", "H", "H", "H", "H", "H", "H", "H", "H", "H", "H", "H", "H", "H", "H", "H", "H", "H", "H", "H", "H", "H", "H", "H", "H", "H", "H"], "xyz": [[-1.464, 1.185, -1.407], [-2.320, -0.054, 7.247], [2.363, -0.192, -1.579], [-1.503, -0.831, -2.178], [-1.790, 1.156, 0.610], [-1.015, -0.984, 0.756], [3.157, 4.101, -3.132], [-3.916, -3.697, -0.470], [3.889, -1.154, -1.477], [2.706, 1.492, -2.181], [-2.135, 1.206, 3.441], [3.304, 1.698, -3.440], [-1.597, 1.622, -6.707], [-2.311, 1.190, 4.836], [-1.436, -1.290, -6.203], [-2.718, 0.603, -2.805], [-0.012, -1.348, -2.956], [-2.838, -3.122, -3.002], [3.507, 2.999, -3.921], [-1.981, 0.029, 5.566], [-1.639, 0.090, 2.759], [-1.470, 0.081, 1.253], [6.143, -2.802, -1.504], [-3.643, -4.250, -2.824], [-3.209, 3.041, -2.971], [-2.572, -2.252, -1.919], [-2.308, -0.380, -5.386], [-2.395, 0.931, -5.649], [5.140, -0.611, -1.807], [-1.454, -1.092, 4.899], [-1.295, -1.054, 3.507], [3.773, -2.511, -1.109], [0.016, -0.774, -6.448], [-2.242, 1.984, -3.053], [4.902, -3.334, -1.126], [-5.005, 1.410, -3.000], [-4.562, 2.741, -3.040], [0.632, 0.041, -5.336], [0.398, 1.345, -5.138], [2.593, 3.902, -1.874], [-0.196, 2.122, -6.272], [-4.160, -4.555, -1.553], [1.335, -1.184, -2.646], [-3.150, -2.548, -0.650], [6.262, -1.446, -1.827], [1.738, -0.040, 0.084], [2.357, 2.615, -1.397], [-4.109, 0.367, -2.793], [0.458, 2.033, -7.160], [1.419, -0.489, -4.798], [-2.174, 2.496, -7.041], [0.648, -1.666, -6.608], [0.020, -0.236, -7.413], [-3.023, -0.896, -4.732], [3.321, 5.109, -3.501], [-2.869, 4.084, -2.887], [-1.351, 2.155, -3.702], [-0.235, 3.190, -6.027], [2.790, -2.914, -0.840], [1.157, -0.931, 0.342], [5.237, 0.448, -2.066], [-4.742, -5.463, -1.416], [-1.484, 0.990, -7.604], [1.057, 0.815, 0.152], [-1.390, -2.293, -5.748], [7.012, -3.454, -1.558], [-4.492, -0.636, -2.628], [-0.203, -1.995, -3.826], [4.800, -4.388, -0.863], [-2.365, 2.110, 2.880], [-2.952, -1.893, 0.200], [2.570, 0.086, 0.792], [-3.180, 1.540, -5.190], [0.798, 1.899, -4.287], [2.012, -1.837, -3.226], [-4.320, -3.936, 0.517], [-3.849, -4.898, -3.678], [-0.872, -1.922, 3.008], [1.919, 2.478, -0.412], [-2.713, 2.062, 5.347], [-1.902, -1.445, -7.198], [-5.308, 3.539, -3.114], [3.605, 0.834, -4.044], [-6.074, 1.203, -3.085], [-1.188, -1.985, 5.470], [3.939, 3.152, -4.906], [2.329, 4.755, -1.252], [7.230, -1.032, -2.118], [-2.401, -2.903, -3.985]], "atomic_forces_ev_per_a": [[0.249, 0.737, 2.974], [0.050, 0.038, 0.462], [-1.332, -1.247, -1.222], [0.688, 0.930, 0.112], [0.541, -0.456, 0.497], [-0.515, 1.418, 0.885], [-0.049, -0.448, -0.049], [-0.047, -0.268, -0.496], [0.378, -0.046, -0.162], [0.379, 0.698, 0.238], [0.131, -0.084, 0.493], [-0.110, 0.209, 0.146], [-0.221, 0.542, -0.652], [0.256, -0.664, -0.166], [0.346, -0.193, -0.088], [0.354, 0.099, -1.347], [-1.679, -0.617, -0.882], [-0.056, 0.160, 0.473], [-0.061, -0.295, 0.419], [-0.055, 0.182, -1.701], [-0.157, -0.077, 0.673], [0.572, -0.857, -0.799], [-0.325, 0.176, -0.011], [0.087, 0.045, 0.315], [0.254, -0.562, -0.334], [-0.939, -0.945, -0.007], [-0.658, 0.106, -1.095], [-0.888, -0.764, -0.325], [-0.096, -0.388, 0.079], [-0.199, 0.494, -0.082], [0.008, 0.314, 0.363], [0.230, 0.182, -0.143], [0.410, -0.388, -0.614], [-1.116, -0.566, -0.369], [-0.089, 0.428, -0.084], [0.284, -0.102, 0.052], [-0.076, 0.352, 0.347], [0.640, 0.188, -0.273], [0.860, -0.631, -0.785], [-0.087, 0.003, -0.004], [-0.565, 0.429, -0.139], [0.287, 0.423, -0.228], [1.759, -0.021, 0.979], [0.431, 0.320, -0.601], [-0.074, -0.068, 0.043], [-0.034, 0.310, 0.573], [0.230, -0.362, -0.461], [-0.086, 0.507, 0.514], [-0.086, 0.123, 0.408], [-0.742, 0.349, 0.282], [0.082, -0.176, -0.003], [-0.193, 0.341, 0.007], [0.183, -0.106, 0.444], [0.389, 0.535, -0.213], [-0.009, -0.122, 0.037], [-0.140, -0.513, -0.512], [-0.216, -0.080, 1.250], [-0.063, -0.147, 0.020], [0.389, 0.139, -0.140], [0.082, 0.127, -0.119], [-0.041, -0.418, 0.084], [0.038, 0.176, -0.007], [-0.172, 0.161, 0.416], [-0.008, -0.288, 0.132], [0.005, 0.336, -0.059], [-0.132, 0.160, 0.058], [0.118, 0.071, -0.093], [0.389, 0.110, 0.377], [0.098, 0.296, -0.070], [-0.026, -0.264, 0.070], [0.002, -0.206, -0.404], [-0.231, 0.082, -0.217], [0.341, -0.372, -0.013], [0.157, -0.299, -0.255], [-0.294, 0.431, 0.280], [0.140, 0.124, -0.344], [0.052, 0.126, 0.308], [-0.185, 0.243, -0.063], [0.107, 0.124, -0.214], [0.088, -0.227, -0.058], [0.143, 0.038, 0.386], [0.371, -0.243, 0.160], [-0.224, 0.354, 0.165], [0.330, 0.004, 0.024], [-0.119, 0.327, -0.230], [-0.046, -0.063, 0.175], [0.046, -0.150, -0.147], [-0.283, -0.175, 0.123], [-0.248, -0.173, 0.436]], "orbital_gap_ev": [5.40, 6.78], "spin_multiplicity": 2}

=====

# 8
{"formula": "C5H14", "method": "ωB97M-V/def2-TZVPD", "elements": ["C", "C", "C", "C", "C", "H", "H", "H", "H", "H", "H", "H", "H", "H", "H", "H", "H", "H", "H"], "xyz": [[0.041, 0.171, 2.113], [0.379, -0.811, 3.235], [0.527, 1.167, -3.372], [-0.936, -0.475, 1.098], [-0.011, -0.085, -2.564], [0.786, -0.347, 4.135], [-0.929, -0.404, -3.042], [-0.408, 0.426, -1.689], [0.956, 0.594, 1.685], [-0.753, -0.034, 0.128], [-1.954, -0.205, 1.378], [1.159, -1.476, 2.843], [-0.317, 1.555, -3.931], [1.332, 0.805, -4.011], [-0.374, 1.101, 2.508], [0.712, -0.867, -2.390], [-0.774, -1.548, 1.079], [-0.423, -1.487, 3.532], [0.983, 1.920, -2.734]], "atomic_forces_ev_per_a": [[-0.410, 0.306, 0.442], [0.827, -0.268, -0.237], [0.368, -1.823, 0.244], [0.786, 1.146, 0.491], [-0.586, 2.693, -0.348], [-0.052, 0.099, -0.058], [0.163, -0.723, -0.349], [0.321, -0.793, 0.612], [0.094, -0.707, -0.360], [-0.112, -0.253, -0.266], [-0.085, -0.427, 0.040], [-0.014, -0.016, 0.192], [0.267, 0.375, -0.223], [-0.199, 0.323, -0.509], [-0.544, -0.161, 0.234], [-0.039, -0.064, 0.236], [-0.206, -0.105, -0.208], [-0.333, 0.337, -0.068], [-0.248, 0.063, 0.136]], "smiles": "CCC.CC", "orbital_gap_ev": 12.14}

=====

| no. | energy (eV) |
| --- | --- |
| 1 | -24539.576 |
| 2 | -73666.547 |
| 3 | -16253.620 |
| 4 | -23805.843 |
| 5 | -19206.018 |
| 6 | -10781.507 |
| 7 | -124048.559 |
| 8 | -5411.406 |